Entry 1:
Formula: C22H66O11
Source: the Open Molecules 2025 dataset
Level of theory: wB97M-V/def2-TZVPD

For the relative energy (zero: lowest compared OMol25 entry of this formula, charge and spin), the calculation gives 58.4 kJ/mol. For the HOMO energy (alpha / beta), the calculation gives -11.471 / -11.471 eV. The net charge is +1. For the total energy, the calculation gives -1704.97772 Ha. The calculation puts the strongest force on any atom at 3.349 eV Å⁻¹. As for the spin multiplicity: 2. The calculation puts the LUMO energy (alpha / beta) at -2.0 / -9.0 eV. The frontier orbital gap (alpha / beta) is 9.4 / 2.5 eV.

Last columns: bonded neighbours and bond lengths (Å).
Positions of all 99 atoms, in Å:
1 C -12.6757 -20.6217 -9.4572  C2 1.472, H4 1.090, H5 1.090, H6 1.090
2 C -13.6429 -20.0231 -8.5227  C1 1.472, O3 1.410, H7 1.090, H8 1.090
3 O -14.4381 -19.1225 -9.2602  C2 1.410, H9 0.960
4 H -11.8255 -21.0982 -8.9691  C1 1.090
5 H -12.2201 -19.9148 -10.1507  C1 1.090
6 H -13.1507 -21.3364 -10.1293  C1 1.090
7 H -13.0766 -19.4356 -7.8000  C2 1.090
8 H -14.1808 -20.8255 -8.0179  C2 1.090
9 H -15.1101 -18.8009 -8.6547  O3 0.960
10 C -17.0771 -21.6404 -5.4975  C11 1.558, H13 1.090, H14 1.090, H15 1.090
11 C -17.9348 -20.6192 -4.6921  C10 1.558, O12 1.420, H16 1.090, H17 1.090
12 O -19.0263 -21.2934 -4.0843  C11 1.420, H18 0.960
13 H -17.7291 -22.2518 -6.1214  C10 1.090
14 H -16.4681 -22.3009 -4.8803  C10 1.090
15 H -16.3553 -21.1584 -6.1568  C10 1.090
16 H -18.3357 -19.9280 -5.4334  C11 1.090
17 H -17.4186 -20.0908 -3.8906  C11 1.090
18 H -19.6289 -20.6152 -3.7701  O12 0.960
19 C -14.5803 -19.6521 -14.0686  C20 1.546, H22 1.090, H23 1.090, H24 1.090
20 C -14.0121 -19.4436 -12.6462  C19 1.546, O21 1.439, H25 1.090, H26 1.090
21 O -14.7470 -18.3989 -11.9832  C20 1.439, H27 0.960
22 H -14.1518 -20.5628 -14.4870  C19 1.090
23 H -14.4209 -18.8022 -14.7322  C19 1.090
24 H -15.6659 -19.7141 -13.9943  C19 1.090
25 H -12.9329 -19.2917 -12.6262  C20 1.090
26 H -14.2331 -20.3489 -12.0808  C20 1.090
27 H -14.6193 -18.6210 -11.0581  O21 0.960
28 C -9.6782 -24.5559 -12.1778  C29 1.546, H31 1.090, H32 1.090, H33 1.090
29 C -9.5468 -23.8214 -10.8234  C28 1.546, O30 1.442, H34 1.090, H35 1.090
30 O -10.5357 -22.7735 -10.8713  C29 1.442, H36 0.960
31 H -10.6993 -24.9093 -12.3210  C28 1.090
32 H -9.0089 -25.4119 -12.2638  C28 1.090
33 H -9.3710 -23.8225 -12.9233  C28 1.090
34 H -8.5517 -23.3794 -10.7723  C29 1.090
35 H -9.6122 -24.4778 -9.9557  C29 1.090
36 H -10.1212 -21.9450 -10.6198  O30 0.960
37 C -16.1131 -22.8444 -8.6404  C38 1.551, H40 1.090, H41 1.090, H42 1.090
38 C -16.9883 -24.1253 -8.6531  C37 1.551, O39 1.453, H43 1.090, H44 1.090
39 O -17.6821 -24.2032 -9.9276  C38 1.453, H45 0.960
40 H -16.7064 -21.9363 -8.5336  C37 1.090
41 H -15.5133 -22.8463 -9.5505  C37 1.090
42 H -15.4685 -22.8543 -7.7614  C37 1.090
43 H -17.7006 -24.2034 -7.8317  C38 1.090
44 H -16.3163 -24.9700 -8.5016  C38 1.090
45 H -18.3941 -24.8464 -9.8974  O39 0.960
46 C -14.7922 -23.5114 -13.4793  C47 1.475, H49 1.090, H50 1.090, H51 1.090
47 C -13.8333 -23.3586 -12.3690  C46 1.475, O48 1.410, H52 1.090, H53 1.090
48 O -12.6054 -22.8470 -12.8360  C47 1.410, H54 0.960
49 H -15.6697 -24.0842 -13.1792  C46 1.090
50 H -14.3246 -24.0360 -14.3125  C46 1.090
51 H -15.0684 -22.5404 -13.8904  C46 1.090
52 H -13.7022 -24.3306 -11.8934  C47 1.090
53 H -14.2963 -22.7084 -11.6268  C47 1.090
54 H -11.9503 -22.8057 -12.1355  O48 0.960
55 C -9.7640 -22.7595 -7.0727  C56 1.529, H58 1.090, H59 1.090, H60 1.090
56 C -10.4855 -21.8005 -6.1257  C55 1.529, O57 1.410, H61 1.090, H62 1.090
57 O -10.0224 -21.9965 -4.8090  C56 1.410, H63 0.960
58 H -10.1004 -23.7824 -6.9034  C55 1.090
59 H -8.6895 -22.6999 -6.8996  C55 1.090
60 H -9.9849 -22.4505 -8.0943  C55 1.090
61 H -11.5681 -21.9191 -6.1701  C56 1.090
62 H -10.2406 -20.7683 -6.3762  C56 1.090
63 H -10.7526 -21.6351 -4.3011  O57 0.960
64 C -9.9397 -19.3081 -11.9991  C65 1.517, H67 1.090, H68 1.090, H69 1.090
65 C -8.7571 -19.7298 -11.1485  C64 1.517, O66 1.415, H70 1.090, H71 1.090
66 O -9.2062 -20.5631 -10.0969  C65 1.415, H72 0.960
67 H -10.7127 -18.8694 -11.3682  C64 1.090
68 H -10.4577 -20.1521 -12.4547  C64 1.090
69 H -9.7456 -18.5691 -12.7764  C64 1.090
70 H -8.2612 -18.8339 -10.7749  C65 1.090
71 H -7.9821 -20.3156 -11.6429  C65 1.090
72 H -8.4796 -20.6958 -9.4837  O66 0.960
73 C -12.0577 -18.1080 -3.1333  C74 1.496, H76 1.090, H77 1.090, H78 1.090
74 C -12.0551 -19.0711 -4.2784  C73 1.496, O75 1.454, H79 1.090, H80 1.090
75 O -12.0926 -20.4313 -3.7668  C74 1.454, H81 0.960
76 H -11.3366 -18.4778 -2.4044  C73 1.090
77 H -13.0388 -18.1814 -2.6642  C73 1.090
78 H -11.9023 -17.0943 -3.5026  C73 1.090
79 H -11.1758 -18.9543 -4.9119  C74 1.090
80 H -12.8297 -18.8565 -5.0146  C74 1.090
81 H -12.7032 -20.4358 -3.0260  O75 0.960
82 C -17.4545 -16.5741 -10.4865  C83 1.577, H85 1.090, H86 1.090, H87 1.090
83 C -18.8911 -17.1692 -10.2266  C82 1.577, O84 1.392, H88 1.090, H89 1.090
84 O -18.9216 -17.5796 -8.8968  C83 1.392, H90 0.960
85 H -16.6652 -17.3250 -10.5202  C82 1.090
86 H -17.0615 -15.9321 -9.6983  C82 1.090
87 H -17.5336 -16.0030 -11.4116  C82 1.090
88 H -19.1263 -17.9754 -10.9215  C83 1.090
89 H -19.6549 -16.4062 -10.3771  C83 1.090
90 H -19.0793 -16.7778 -8.3929  O84 0.960
91 C -15.6049 -17.7278 -5.4346  C92 1.541, H94 1.090, H95 1.090, H96 1.090
92 C -16.6255 -17.3906 -6.5383  C91 1.541, O93 1.433, H97 1.090, H98 1.090
93 O -16.5586 -18.4574 -7.4931  C92 1.433, H99 0.960
94 H -15.7798 -17.0119 -4.6315  C91 1.090
95 H -14.5871 -17.4795 -5.7356  C91 1.090
96 H -15.6395 -18.7278 -5.0024  C91 1.090
97 H -16.3569 -16.4559 -7.0306  C92 1.090
98 H -17.6518 -17.3170 -6.1786  C92 1.090
99 H -17.3445 -18.4265 -8.0436  O93 0.960

***

Entry 2:
Formula: C6H4O
Source: the Open Molecules 2025 dataset
Level of theory: wB97M-V/def2-TZVPD

For the relative energy (zero: lowest compared OMol25 entry of this formula, charge and spin), the calculation gives 398.7 kJ/mol. For the HOMO energy, the calculation gives -10.461 eV. For the total energy, the calculation gives -306.05969 Ha. The calculation puts the strongest force on any atom at 0.703 eV Å⁻¹. The calculation puts the LUMO energy at -1.0 eV. The frontier orbital gap is 9.5 eV.

Last columns: bonded neighbours and bond lengths (Å).
Positions of all 11 atoms, in Å:
1 C -2.3372 -0.1555 -0.7533  C2 1.460, H8 1.095, H9 1.094, H10 1.094
2 C -1.0001 0.1273 -0.2408  C1 1.460, C3 1.207
3 C 0.1014 0.3697 0.1901  C2 1.207, C4 1.449
4 C 1.4326 0.6969 0.6583  C3 1.449, O5 1.209, C7 1.506
5 O 1.7340 1.7806 1.1024  C4 1.209
6 C 2.1916 -1.6431 0.8264  C7 1.306
7 C 2.4605 -0.3975 0.5410  C4 1.506, C6 1.306, H11 1.091
8 H -2.6440 0.6216 -1.4603  C1 1.095
9 H -3.0597 -0.1700 0.0685  C1 1.094
10 H -2.3694 -1.1229 -1.2629  C1 1.094
11 H 3.4904 -0.1069 0.3307  C7 1.091